Entry a
Entry from the Open Molecules 2025 dataset: a cluster of 9 separate species, C6H32N2O8 in total (ωB97M-V/def2-TZVPD).

Output
* lowest unoccupied orbital energy: 0.18 eV
* SMILES: CC(C)CNCCN.O.O.O.O.O.O.O.O

Structure (XYZ):
```
48
C6H32N2O8 ωB97M-V/def2-TZVPD
C -1.084 1.967 3.302
C -0.188 1.498 2.160
C -0.167 2.563 0.932
C -0.574 0.132 1.597
N -0.028 -0.147 0.235
C -0.630 -1.312 -0.444
C 0.233 -2.371 -1.009
N 0.944 -3.129 0.013
H -0.746 1.791 4.289
H -1.402 3.043 3.213
H -2.003 1.438 3.197
H 0.910 1.717 2.430
H -0.704 2.180 0.015
H -0.291 3.621 1.279
H 0.899 2.595 0.675
H -1.697 0.112 1.436
H -0.614 -0.667 2.408
H 1.056 0.005 0.172
H -1.255 -0.817 -1.328
H -1.305 -1.841 0.290
H -0.409 -3.016 -1.646
H 0.864 -2.027 -1.893
H 1.629 -2.580 0.370
H 1.149 -4.044 -0.203
O 1.005 -4.050 3.487
H 1.322 -3.407 2.796
H 0.003 -4.133 3.200
O -3.158 -0.297 4.094
H -2.820 -1.023 3.779
H -3.565 0.249 3.264
O -1.850 -1.700 -3.364
H -2.230 -0.907 -3.632
H -1.022 -1.457 -3.109
O 2.649 0.643 -0.920
H 1.925 1.124 -1.325
H 3.253 1.152 -0.325
O -2.166 0.995 -1.778
H -2.996 1.128 -1.344
H -1.399 0.828 -1.043
O 1.478 3.164 -1.691
H 1.395 2.733 -2.524
H 0.564 3.291 -1.319
O 3.045 -1.552 -2.429
H 2.892 -0.836 -1.813
H 4.008 -1.666 -2.446
O 0.867 1.876 -4.061
H 1.106 2.103 -4.929
H 1.107 1.030 -4.056
```

Atomic partial charges in e from the natural (NBO) method, atoms 1 to 4:
1. C -0.607
2. C -0.230
3. C -0.636
4. C -0.216



Entry b
Entry from the Open Molecules 2025 dataset: a cluster of 9 separate species, C6H32N2O8 in total (ωB97M-V/def2-TZVPD).

Output
* lowest unoccupied orbital energy: 0.15 eV
* SMILES: CCNCCNCC.O.O.O.O.O.O.O.O

Structure (XYZ):
```
48
C6H32N2O8 ωB97M-V/def2-TZVPD
C -1.018 -1.790 0.623
C 0.056 -2.889 0.416
N 1.437 -2.581 0.761
C 1.958 -1.228 0.757
C 2.730 -0.945 -0.551
N 3.676 0.156 -0.411
C 3.113 1.460 -0.270
C 1.889 1.870 -1.170
H -1.931 -2.162 1.064
H -0.701 -0.968 1.268
H -1.291 -1.380 -0.342
H 0.122 -3.049 -0.692
H -0.374 -3.855 0.663
H 1.784 -3.107 1.546
H 2.571 -1.067 1.647
H 1.133 -0.500 0.803
H 3.221 -1.922 -0.698
H 2.117 -0.908 -1.463
H 4.424 0.104 -1.086
H 3.894 2.226 -0.283
H 2.713 1.595 0.764
H 2.195 1.998 -2.201
H 1.166 1.082 -1.005
H 1.560 2.863 -0.847
O -4.144 -0.125 0.951
H -3.840 -0.981 1.294
H -4.143 0.470 1.698
O 0.900 -1.191 -3.062
H 0.790 -2.157 -2.912
H 0.225 -0.951 -2.402
O -0.293 1.921 1.036
H 0.567 2.085 0.624
H -0.831 1.889 0.237
O -1.396 3.554 -1.200
H -2.056 2.831 -1.267
H -1.511 4.076 -2.017
O -2.599 1.238 3.385
H -2.116 1.863 2.818
H -1.833 0.678 3.586
O -3.182 1.447 -1.163
H -2.823 0.587 -1.383
H -3.711 1.424 -0.352
O -1.498 0.392 -3.535
H -0.752 -0.198 -3.663
H -1.247 1.147 -2.992
O -0.540 -1.415 3.930
H 0.407 -1.634 3.918
H -0.818 -1.953 3.175
```

Atomic partial charges in e from the natural (NBO) method, atoms 1 to 4:
1. C -0.659
2. C -0.227
3. N -0.656
4. C -0.239



How far above the most stable structure does each one sit? In hartree: entry a 0.0921; entry b 0.0000.



Entry a
Entry from the Open Molecules 2025 dataset: a structure of composition C28H81F4N9O17PbS4 (ωB97M-V/def2-TZVPD).

Output
* lowest unoccupied orbital energy: -0.16 eV

Structure (XYZ):
```
144
C28H81F4N9O17PbS4 ωB97M-V/def2-TZVPD
Pb 6.805 10.378 10.583
N 5.097 9.341 9.269
S 3.924 9.694 8.337
O 2.622 9.063 8.511
O 4.302 10.077 6.989
F 3.604 11.147 8.972
S 5.525 7.965 8.282
O 6.665 8.168 7.412
O 4.473 7.073 7.788
F 6.154 7.107 9.497
N 6.681 12.802 10.731
S 6.359 13.839 9.375
O 7.533 14.140 8.597
O 5.269 14.776 9.434
F 5.718 12.631 8.502
S 6.799 13.930 11.712
O 5.544 14.488 12.163
O 7.979 14.797 11.697
F 7.238 12.973 12.941
O 8.299 8.362 10.524
H 8.857 8.061 9.807
H 8.786 8.138 11.317
O 5.057 6.129 13.348
H 4.740 6.674 12.628
H 4.626 6.485 14.125
C 4.020 12.386 4.612
C 5.489 12.733 4.915
C 5.657 14.086 5.669
O 5.184 15.225 4.965
C 5.742 16.405 5.483
N 6.008 11.548 5.577
H 3.656 13.192 3.974
H 3.412 12.418 5.516
H 3.917 11.449 4.066
H 5.961 12.686 3.934
H 6.700 14.242 5.944
H 5.094 14.086 6.602
H 5.269 17.207 4.916
H 6.815 16.550 5.360
H 5.511 16.612 6.528
H 5.282 11.096 6.115
H 6.255 10.918 4.827
C 10.380 10.870 17.333
C 9.348 11.741 16.635
C 9.633 13.288 16.655
O 8.643 14.033 15.935
C 8.889 15.414 15.818
N 9.388 11.242 15.280
H 10.106 9.815 17.372
H 10.597 11.311 18.305
H 11.281 10.972 16.727
H 8.349 11.519 17.009
H 10.619 13.306 16.190
H 9.758 13.683 17.663
H 8.238 15.753 15.012
H 9.909 15.568 15.469
H 8.662 15.958 16.735
H 8.727 11.832 14.795
H 10.267 11.533 14.876
C 9.234 10.986 6.467
C 9.101 10.645 8.015
C 9.804 11.454 9.129
O 9.457 11.027 10.449
C 10.220 11.663 11.483
N 7.689 10.697 8.205
H 8.563 10.411 5.829
H 10.239 10.943 6.047
H 8.925 12.018 6.299
H 9.307 9.588 8.182
H 9.614 12.520 9.004
H 10.889 11.427 9.027
H 10.366 12.736 11.360
H 11.248 11.312 11.569
H 9.968 11.438 12.520
H 7.220 11.356 7.600
H 7.297 9.866 7.784
C 6.166 2.946 12.479
C 7.136 3.773 11.586
C 6.626 4.034 10.184
O 6.722 2.819 9.460
C 6.362 2.979 8.075
N 7.391 5.131 12.265
H 5.624 2.266 11.822
H 5.325 3.522 12.867
H 6.569 2.405 13.335
H 8.108 3.289 11.492
H 7.218 4.782 9.657
H 5.561 4.259 10.133
H 7.189 3.486 7.578
H 5.440 3.528 7.885
H 6.214 1.985 7.653
H 7.303 5.856 11.567
H 6.537 5.375 12.747
C 2.790 6.267 10.593
C 2.708 7.628 11.285
C 1.771 7.487 12.551
O 1.615 8.689 13.243
C 0.613 9.609 12.738
N 4.038 8.095 11.526
H 3.164 6.444 9.585
H 1.838 5.783 10.374
H 3.390 5.525 11.121
H 2.183 8.224 10.539
H 2.257 6.812 13.255
H 0.767 7.132 12.320
H 0.535 10.507 13.351
H -0.374 9.149 12.788
H 0.770 9.857 11.689
H 3.945 8.900 12.129
H 4.452 8.452 10.677
C 7.017 8.788 15.118
C 6.553 9.145 13.709
C 5.340 10.143 13.619
O 5.078 10.633 12.323
C 4.055 11.574 12.140
N 7.709 9.691 13.029
H 7.187 9.634 15.785
H 7.873 8.115 15.163
H 6.212 8.310 15.677
H 6.315 8.210 13.201
H 5.551 10.966 14.302
H 4.403 9.726 13.989
H 4.050 12.396 12.856
H 3.097 11.056 12.175
H 4.048 11.981 11.129
H 8.372 8.939 12.913
H 8.136 10.162 13.814
C 11.329 6.946 14.324
C 10.855 7.882 13.218
C 11.903 8.182 12.110
O 13.125 8.777 12.578
C 14.089 8.925 11.579
N 9.589 7.243 12.755
H 10.619 6.867 15.148
H 12.301 7.133 14.781
H 11.596 5.971 13.915
H 10.382 8.808 13.546
H 11.489 8.800 11.315
H 12.161 7.237 11.631
H 13.672 9.281 10.636
H 14.546 7.951 11.406
H 14.910 9.579 11.873
H 9.143 6.811 13.551
H 9.876 6.453 12.196
```

Atomic partial charges in e from the Löwdin method, atoms 1 to 4:
1. Pb 1.574
2. N -0.416
3. S 0.488
4. O -0.241



Entry b
Entry from the Open Molecules 2025 dataset: a structure of composition C28H81F4N9O17PbS4 (ωB97M-V/def2-TZVPD).

Output
* lowest unoccupied orbital energy: -6.37 eV

Structure (XYZ):
```
144
C28H81F4N9O17PbS4 ωB97M-V/def2-TZVPD
Pb -0.452 -0.971 3.743
N -1.055 0.608 0.331
S -1.067 1.890 -0.348
O -2.359 2.570 -0.468
O -0.009 2.090 -1.353
F -0.468 2.654 0.915
S -1.388 -0.320 -1.092
O -0.363 -1.304 -1.541
O -2.178 0.261 -2.149
F -2.491 -1.333 -0.379
N -3.597 -2.661 5.100
S -4.067 -3.748 6.103
O -5.006 -4.736 5.567
O -4.175 -3.230 7.448
F -2.694 -4.535 6.285
S -5.185 -2.267 4.569
O -5.995 -1.628 5.626
O -5.746 -3.095 3.497
F -4.766 -1.019 3.589
O -1.216 2.437 5.060
H -1.219 3.170 4.445
H -1.234 2.848 5.924
O 2.648 -5.537 -4.255
H 2.503 -6.435 -4.555
H 2.300 -5.524 -3.363
C 5.930 7.621 -0.710
C 5.150 7.002 0.542
C 3.648 6.774 0.088
O 3.034 7.965 -0.290
C 1.767 7.892 -0.863
N 5.806 5.812 0.956
H 6.923 7.974 -0.432
H 5.373 8.343 -1.308
H 6.148 6.945 -1.537
H 5.327 7.704 1.357
H 3.052 6.252 0.837
H 3.548 5.976 -0.648
H 1.738 7.625 -1.920
H 1.569 8.960 -0.772
H 1.103 7.238 -0.298
H 5.417 5.493 1.831
H 6.729 6.023 1.306
C -2.320 4.159 -5.656
C -1.928 3.496 -6.904
C -1.159 2.225 -6.623
O -0.680 1.669 -7.797
C -0.063 0.404 -7.720
N -3.192 3.044 -7.557
H -2.868 5.054 -5.951
H -1.440 4.596 -5.184
H -2.984 3.590 -5.006
H -1.339 4.165 -7.532
H -1.652 1.411 -6.092
H -0.257 2.604 -6.142
H -0.227 -0.049 -8.697
H -0.461 -0.315 -7.003
H 1.025 0.365 -7.681
H -2.857 2.247 -8.080
H -3.539 3.718 -8.224
C 2.048 -5.427 3.618
C 2.676 -4.939 2.390
C 3.421 -6.080 1.627
O 4.258 -5.423 0.759
C 5.322 -5.988 0.016
N 1.654 -4.204 1.694
H 1.459 -6.342 3.555
H 1.390 -4.702 4.098
H 2.810 -5.618 4.374
H 3.429 -4.211 2.693
H 2.720 -6.831 1.264
H 4.027 -6.685 2.300
H 5.714 -6.808 0.618
H 6.003 -5.204 -0.314
H 4.945 -6.504 -0.866
H 0.936 -4.838 1.374
H 2.168 -4.012 0.846
C 0.630 8.754 5.010
C 1.798 7.910 5.521
C 2.217 8.289 6.974
O 2.996 7.216 7.656
C 3.180 7.547 9.038
N 1.339 6.535 5.500
H 1.164 9.692 4.861
H -0.151 8.794 5.769
H 0.380 8.368 4.021
H 2.692 8.035 4.909
H 1.273 8.363 7.513
H 2.738 9.247 6.997
H 2.257 7.548 9.618
H 3.543 8.547 9.274
H 3.882 6.877 9.535
H 1.557 6.089 4.620
H 1.775 5.916 6.169
C -9.202 -1.511 -5.953
C -8.103 -1.038 -4.945
C -7.875 -2.091 -3.836
O -9.069 -2.405 -3.200
C -8.953 -3.290 -2.095
N -6.920 -0.739 -5.664
H -10.116 -1.668 -5.379
H -8.928 -2.434 -6.463
H -9.535 -0.889 -6.784
H -8.545 -0.167 -4.460
H -7.262 -1.659 -3.045
H -7.249 -2.906 -4.199
H -9.788 -3.526 -1.435
H -8.122 -3.003 -1.451
H -8.587 -4.220 -2.530
H -6.871 0.152 -6.137
H -6.167 -0.695 -4.992
C 7.794 0.671 -0.136
C 6.592 0.704 -0.995
C 6.542 -0.687 -1.665
O 6.111 -0.651 -2.987
C 4.741 -0.267 -3.066
N 5.414 1.178 -0.276
H 7.497 -0.015 0.658
H 7.904 1.691 0.231
H 8.737 0.234 -0.464
H 6.777 1.488 -1.729
H 5.957 -1.399 -1.083
H 7.533 -1.120 -1.802
H 3.956 -1.020 -2.998
H 4.731 0.279 -4.010
H 4.388 0.437 -2.313
H 5.684 2.104 0.022
H 4.597 1.268 -0.863
C -4.510 -7.450 0.914
C -3.118 -7.494 1.637
C -2.683 -8.860 2.223
O -2.428 -9.829 1.213
C -1.824 -10.996 1.592
N -2.144 -6.983 0.798
H -5.304 -7.808 1.571
H -4.372 -8.224 0.159
H -4.893 -6.554 0.427
H -3.038 -6.743 2.422
H -3.381 -9.214 2.982
H -1.684 -8.656 2.610
H -2.544 -11.656 2.075
H -1.020 -10.796 2.300
H -1.409 -11.388 0.663
H -1.939 -7.831 0.289
H -2.662 -6.401 0.156
```

Atomic partial charges in e from the Löwdin method, atoms 1 to 4:
1. Pb 1.716
2. N -0.318
3. S 0.362
4. O -0.279



How far above the most stable structure does each one sit? In hartree: entry a 0.0000; entry b 0.4135.



Entry a
Entry from the Open Molecules 2025 dataset: an isolated molecule of C20H22N2O2 (ωB97M-V/def2-TZVPD).

Output
* lowest unoccupied orbital energy: 0.02 eV
* SMILES: CN(C)CCOC(=O)C1=C(Cc2cccnc2)c2ccccc2C1

Structure (XYZ):
```
46
C20H22N2O2 ωB97M-V/def2-TZVPD
C 3.457 -1.601 0.134
N 3.221 -2.686 -0.842
C 4.249 -2.820 -1.912
C 1.834 -2.907 -1.216
C 1.253 -1.789 -2.072
O 0.814 -0.707 -1.259
C 0.267 0.369 -1.901
O 0.180 0.469 -3.105
C -0.425 1.423 -1.152
C -0.577 1.514 0.240
C -0.006 0.630 1.337
C -0.860 -0.539 1.703
C -0.332 -1.595 2.476
C -1.142 -2.660 2.799
C -2.447 -2.680 2.356
N -3.004 -1.694 1.628
C -2.234 -0.639 1.336
C -1.451 2.632 0.529
C -1.994 3.124 1.703
C -2.892 4.244 1.632
C -3.208 4.781 0.382
C -2.668 4.262 -0.807
C -1.775 3.220 -0.691
C -1.082 2.563 -1.870
H 2.778 -1.711 0.970
H 3.289 -0.627 -0.370
H 4.493 -1.590 0.492
H 4.343 -1.882 -2.428
H 3.964 -3.627 -2.607
H 5.197 -3.076 -1.478
H 1.193 -3.033 -0.339
H 1.778 -3.830 -1.775
H 2.010 -1.442 -2.775
H 0.399 -2.211 -2.655
H 0.959 0.245 1.029
H 0.185 1.257 2.220
H 0.717 -1.641 2.730
H -0.852 -3.526 3.379
H -3.101 -3.505 2.644
H -2.662 0.171 0.733
H -1.668 2.717 2.639
H -3.270 4.668 2.550
H -3.866 5.620 0.371
H -2.896 4.679 -1.775
H -1.821 2.213 -2.606
H -0.346 3.215 -2.375
```

Atomic partial charges in e from the natural (NBO) method, atoms 1 to 4:
1. C -0.409
2. N -0.453
3. C -0.410
4. C -0.231



Entry b
Entry from the Open Molecules 2025 dataset: an isolated molecule of C20H22N2O2 (ωB97M-V/def2-TZVPD).

Output
* lowest unoccupied orbital energy: 0.74 eV
* SMILES: COc1ccc(N2C(=O)[C@@H]3CCCN3[C@H]2c2cccc(C)c2)cc1

Structure (XYZ):
```
46
C20H22N2O2 ωB97M-V/def2-TZVPD
C 5.888 1.530 -0.498
O 5.479 0.281 0.001
C 4.144 0.005 0.047
C 3.135 0.861 -0.376
C 1.808 0.477 -0.283
C 1.460 -0.768 0.230
N 0.116 -1.161 0.294
C -0.418 -2.130 1.083
O 0.155 -2.839 1.879
C -1.911 -2.197 0.753
C -2.307 -3.610 0.328
C -1.929 -3.613 -1.151
C -2.312 -2.193 -1.575
N -2.088 -1.334 -0.413
C -0.933 -0.459 -0.441
C -1.312 0.861 0.205
C -1.128 1.089 1.560
C -1.524 2.293 2.115
C -2.108 3.267 1.328
C -2.307 3.052 -0.032
C -2.956 4.105 -0.878
C -1.903 1.843 -0.579
C 2.475 -1.626 0.654
C 3.793 -1.242 0.566
H 5.491 2.354 0.104
H 6.976 1.531 -0.434
H 5.588 1.665 -1.542
H 3.361 1.836 -0.778
H 1.047 1.171 -0.603
H -2.493 -1.832 1.605
H -3.380 -3.758 0.450
H -1.771 -4.355 0.914
H -0.854 -3.767 -1.263
H -2.455 -4.374 -1.724
H -3.380 -2.147 -1.816
H -1.751 -1.842 -2.443
H -0.608 -0.280 -1.475
H -0.668 0.335 2.182
H -1.374 2.471 3.170
H -2.415 4.205 1.767
H -2.509 5.079 -0.688
H -4.017 4.174 -0.638
H -2.858 3.872 -1.935
H -2.050 1.658 -1.634
H 2.222 -2.589 1.066
H 4.581 -1.900 0.896
```

Atomic partial charges in e from the natural (NBO) method, atoms 1 to 4:
1. C -0.251
2. O -0.493
3. C 0.293
4. C -0.289



How far above the most stable structure does each one sit? In hartree: entry a 0.0463; entry b 0.0000.